Entry 1:
{"formula": "C62H53CoN6P2S4", "method": "ωB97M-V/def2-TZVPD", "species": ["Co", "N", "S", "N", "S", "N", "S", "N", "C", "C", "C", "C", "C", "C", "C", "C", "C", "C", "C", "C", "C", "C", "C", "C", "C", "C", "C", "C", "C", "C", "C", "C", "C", "C", "C", "C", "C", "C", "C", "C", "C", "C", "C", "C", "H", "H", "H", "H", "H", "H", "H", "H", "H", "H", "H", "H", "H", "H", "H", "H", "H", "H", "H", "H", "H", "H", "H", "H", "H", "H", "H", "H", "H", "H", "C", "N", "P", "C", "C", "C", "C", "C", "C", "C", "C", "C", "C", "C", "C", "P", "C", "C", "C", "C", "C", "C", "C", "C", "C", "C", "C", "C", "H", "H", "H", "H", "H", "H", "H", "H", "H", "H", "H", "H", "H", "H", "H", "H", "H", "H", "H", "H", "H", "H", "H", "S", "C", "N"], "coordinates": [[-0.2743, 0.2897, 0.0041], [-0.3814, -0.1591, 1.9521], [0.2307, -0.1543, 3.2669], [1.7638, 0.5128, 3.4534], [3.1132, -0.1262, 3.0976], [3.3376, -0.8738, 1.7604], [2.9617, -0.2816, 0.2420], [1.5961, -0.2319, -0.2536], [3.8798, 1.2598, 0.1416], [3.1692, 2.4347, -0.0199], [3.8689, 3.6302, -0.0965], [5.2542, 3.6300, -0.0218], [5.9538, 2.4389, 0.1381], [5.2651, 1.2411, 0.2274], [4.0000, -1.3852, -0.7131], [4.3188, -0.9760, -1.9996], [5.1387, -1.7769, -2.7759], [5.6229, -2.9752, -2.2665], [5.2624, -3.3928, -0.9935], [4.4445, -2.5948, -0.2073], [4.2575, 1.2166, 3.3959], [5.5946, 0.8992, 3.5885], [6.4830, 1.9119, 3.9038], [6.0306, 3.2203, 4.0187], [4.6927, 3.5238, 3.8100], [3.7923, 2.5162, 3.4994], [3.7073, -1.2716, 4.3360], [3.7200, -0.8092, 5.6450], [4.2101, -1.6329, 6.6413], [4.6746, -2.9039, 6.3240], [4.6448, -3.3557, 5.0130], [4.1624, -2.5342, 4.0048], [-0.5924, 0.7296, 4.5839], [-1.8812, 0.3214, 4.8854], [-2.5959, 1.0125, 5.8469], [-2.0198, 2.1006, 6.4879], [-0.7266, 2.4949, 6.1796], [-0.0028, 1.8108, 5.2164], [0.3557, -1.8366, 3.8932], [0.3372, -2.1352, 5.2454], [0.3879, -3.4656, 5.6328], [0.4563, -4.4691, 4.6753], [0.4760, -4.1524, 3.3235], [0.4260, -2.8265, 2.9259], [2.0876, 2.3996, -0.0943], [3.3285, 4.5592, -0.2222], [5.7993, 4.5622, -0.0969], [7.0348, 2.4467, 0.1858], [5.7952, 0.3043, 0.3499], [3.9254, -0.0411, -2.3809], [5.4069, -1.4676, -3.7771], [6.2796, -3.5911, -2.8665], [5.6252, -4.3375, -0.6110], [4.1487, -2.8971, 0.7872], [5.9272, -0.1285, 3.5006], [7.5260, 1.6786, 4.0702], [6.7263, 4.0078, 4.2774], [4.3451, 4.5444, 3.8963], [2.7422, 2.7220, 3.3415], [3.3551, 0.1873, 5.8675], [4.2340, -1.2862, 7.6656], [5.0611, -3.5442, 7.1060], [5.0025, -4.3480, 4.7730], [4.1377, -2.8495, 2.9709], [-2.3175, -0.5185, 4.3569], [-3.6057, 0.7103, 6.0883], [-2.5861, 2.6490, 7.2290], [-0.2786, 3.3427, 6.6800], [0.9950, 2.1169, 4.9410], [0.2685, -1.3395, 5.9772], [0.3644, -3.7219, 6.6840], [0.4853, -5.5051, 4.9880], [0.5144, -4.9403, 2.5822], [0.4186, -2.5380, 1.8806], [-0.5125, -2.1951, -2.5516], [-1.5830, -1.1864, -2.3164], [-0.8196, 0.4091, -2.4771], [-0.1203, 0.2746, -4.1651], [1.1867, 0.6817, -4.4021], [1.7029, 0.6505, -5.6912], [0.9158, 0.2044, -6.7400], [-0.3845, -0.2272, -6.5011], [-0.9048, -0.1882, -5.2196], [-2.1814, 1.5513, -2.8860], [-1.8412, 2.9028, -2.8261], [-2.7703, 3.8746, -3.1555], [-4.0493, 3.5023, -3.5444], [-4.3829, 2.1591, -3.6333], [-3.4482, 1.1851, -3.3172], [-2.0065, -1.2029, -0.6113], [-2.4738, -2.9316, -0.2738], [-2.3614, -3.3544, 1.0485], [-2.7851, -4.6238, 1.4130], [-3.3165, -5.4747, 0.4559], [-3.4177, -5.0609, -0.8660], [-3.0012, -3.7916, -1.2338], [-3.6616, -0.4507, -0.4828], [-3.8159, 0.5800, 0.4400], [-5.0574, 1.1720, 0.6257], [-6.1471, 0.7314, -0.1063], [-6.0028, -0.3157, -1.0110], [-4.7698, -0.9153, -1.1885], [-0.2407, -2.1863, -3.6044], [-0.8722, -3.1871, -2.2963], [0.3939, -1.9936, -1.9619], [1.7913, 1.0244, -3.5693], [2.7189, 0.9754, -5.8768], [1.3126, 0.1917, -7.7467], [-0.9932, -0.5881, -7.3201], [-1.9183, -0.5181, -5.0275], [-0.8398, 3.1843, -2.5208], [-2.5019, 4.9216, -3.1028], [-4.7808, 4.2604, -3.7922], [-5.3763, 1.8671, -3.9499], [-3.7028, 0.1406, -3.4080], [-1.9431, -2.6765, 1.7858], [-2.7079, -4.9454, 2.4439], [-3.6510, -6.4646, 0.7376], [-3.8293, -5.7279, -1.6122], [-3.0803, -3.4737, -2.2661], [-2.9590, 0.9262, 1.0072], [-5.1648, 1.9769, 1.3412], [-7.1147, 1.1998, 0.0202], [-6.8583, -0.6707, -1.5715], [-4.6670, -1.7389, -1.8830], [-0.4906, 2.6012, 0.2254], [-1.3550, 2.7836, 1.6307], [-1.9968, 2.9892, 2.5729]], "atomic_forces_ev_per_a": [[0.262, 0.383, 1.126], [-0.042, 0.013, 0.614], [0.231, -0.221, -0.397], [-0.192, -0.212, 0.166], [-0.056, 0.155, -0.080], [0.096, 0.101, 0.055], [-0.352, -0.051, -0.302], [0.885, -0.100, 0.000], [0.053, -0.288, 0.141], [-0.180, -0.186, -0.104], [0.029, 0.066, 0.008], [-0.018, 0.037, 0.009], [-0.018, -0.017, 0.029], [0.084, 0.068, 0.031], [0.088, 0.025, 0.306], [-0.126, 0.049, -0.018], [0.009, -0.017, -0.029], [-0.023, -0.051, 0.019], [0.000, -0.024, -0.059], [-0.028, 0.022, 0.064], [-0.150, 0.073, -0.032], [0.026, -0.094, -0.103], [0.005, -0.042, -0.023], [-0.021, 0.051, -0.004], [0.089, 0.017, -0.018], [-0.139, -0.036, -0.109], [-0.245, -0.175, -0.135], [-0.157, 0.134, -0.026], [-0.014, 0.012, 0.031], [-0.015, -0.042, -0.037], [0.021, -0.059, 0.059], [-0.094, 0.050, -0.206], [0.313, -0.006, -0.137], [-0.064, -0.098, -0.176], [-0.032, -0.008, -0.018], [0.029, 0.030, 0.052], [-0.026, 0.027, -0.002], [0.008, -0.006, -0.019], [0.140, 0.264, 0.100], [0.079, 0.043, 0.056], [0.037, -0.016, 0.084], [0.005, -0.018, 0.029], [0.047, -0.071, 0.023], [0.084, 0.069, -0.088], [0.057, 0.059, 0.065], [-0.006, -0.010, -0.005], [-0.018, 0.003, 0.006], [-0.002, -0.011, 0.015], [0.015, 0.015, 0.004], [0.066, 0.007, -0.020], [-0.014, 0.022, 0.003], [-0.019, 0.003, -0.020], [-0.011, 0.001, 0.011], [0.084, -0.019, -0.037], [0.056, 0.044, 0.033], [0.001, 0.000, -0.010], [-0.002, -0.003, -0.007], [-0.006, -0.006, -0.004], [0.010, 0.047, -0.003], [0.010, -0.035, 0.061], [-0.009, 0.016, -0.012], [-0.004, -0.001, -0.010], [0.001, 0.012, -0.013], [0.009, -0.057, 0.063], [-0.052, 0.026, 0.026], [-0.003, -0.001, -0.010], [0.003, -0.013, 0.006], [-0.035, 0.020, -0.008], [0.003, 0.020, 0.074], [0.008, -0.056, 0.030], [-0.004, 0.013, -0.006], [-0.003, 0.006, -0.012], [0.006, 0.027, -0.020], [0.013, -0.036, 0.018], [0.040, -0.014, -0.054], [-0.051, 0.074, 0.102], [-0.575, -0.225, -0.818], [0.202, -0.013, 0.217], [-0.094, -0.049, 0.117], [0.070, 0.034, -0.046], [0.042, -0.009, 0.014], [-0.042, -0.020, -0.018], [0.042, 0.031, -0.028], [0.165, 0.100, 0.091], [-0.007, -0.108, 0.011], [0.012, 0.041, -0.033], [0.004, 0.005, -0.031], [-0.056, -0.010, -0.012], [0.022, -0.038, 0.014], [-0.953, -0.348, -0.934], [0.388, 0.064, 0.206], [0.003, 0.072, -0.075], [-0.043, 0.007, 0.037], [0.018, -0.050, 0.012], [-0.034, 0.011, -0.017], [-0.013, -0.015, 0.015], [0.192, 0.104, 0.173], [0.189, -0.018, -0.131], [-0.074, 0.063, 0.059], [0.027, 0.025, -0.026], [-0.011, -0.078, -0.036], [0.011, -0.009, -0.022], [-0.014, -0.018, 0.009], [0.011, 0.002, -0.008], [-0.018, -0.005, 0.009], [0.037, 0.020, -0.021], [-0.010, 0.019, 0.000], [0.005, -0.022, 0.004], [-0.004, 0.014, 0.002], [-0.016, 0.020, -0.036], [-0.072, 0.092, 0.024], [0.011, -0.008, 0.011], [-0.009, -0.006, 0.014], [0.010, -0.005, -0.005], [-0.041, -0.100, 0.048], [-0.070, -0.040, -0.004], [0.019, 0.005, 0.004], [0.003, 0.000, -0.003], [0.006, -0.001, 0.002], [-0.017, 0.014, -0.002], [-0.080, 0.041, 0.052], [0.031, 0.010, -0.014], [0.006, -0.003, 0.035], [0.003, 0.011, 0.002], [-0.004, -0.007, -0.040], [0.217, 0.285, -0.558], [-0.323, 0.289, 0.502], [0.062, -0.177, 0.083]], "total_energy_ha": -6380.78351, "relative_energy_ev": 0.0000, "total_charge": 1, "multiplicity": 4, "orbital_gap_ev": [7.4939, 7.6097], "s2": 3.764, "e_lumo_ev": [-2.179, -2.181]}

---

Entry 2:
{"formula": "C62H59F9N2", "method": "ωB97M-V/def2-TZVPD", "species": ["F", "C", "C", "C", "C", "C", "C", "H", "H", "H", "H", "H", "F", "C", "C", "C", "C", "C", "C", "H", "H", "H", "H", "H", "F", "C", "C", "C", "C", "C", "C", "H", "H", "H", "H", "H", "F", "C", "C", "C", "C", "C", "C", "H", "H", "H", "H", "H", "F", "C", "C", "C", "C", "C", "C", "H", "H", "H", "H", "H", "F", "C", "C", "C", "C", "C", "C", "H", "H", "H", "H", "H", "F", "C", "C", "C", "C", "C", "C", "H", "H", "H", "H", "H", "F", "C", "C", "C", "C", "C", "C", "H", "H", "H", "H", "H", "F", "C", "C", "C", "C", "C", "C", "H", "H", "H", "H", "H", "C", "C", "C", "C", "N", "H", "H", "H", "H", "H", "H", "H", "C", "C", "C", "C", "N", "H", "H", "H", "H", "H", "H", "H"], "coordinates": [[4.0865, 0.9836, 3.0970], [4.4729, -0.0233, 2.2847], [3.8333, -1.2060, 2.4914], [4.1004, -2.3035, 1.7126], [4.9537, -2.0690, 0.6617], [5.6618, -0.8776, 0.3706], [5.4088, 0.2076, 1.2815], [3.0673, -1.2327, 3.3002], [3.7038, -3.3115, 1.9471], [5.1745, -2.9119, 0.0280], [6.2890, -0.6546, -0.4844], [5.9178, 1.1593, 1.0918], [-4.2173, 0.9333, 4.5257], [-2.8825, 1.1260, 4.6997], [-2.3377, 2.3971, 4.6974], [-1.0012, 2.5775, 5.0537], [-0.1561, 1.4924, 5.2873], [-0.7163, 0.2022, 5.1110], [-2.0724, -0.0082, 4.8666], [-2.8246, 3.3223, 4.5266], [-0.6868, 3.5851, 5.0495], [0.9386, 1.5748, 5.4419], [-0.1180, -0.6318, 5.2461], [-2.4758, -1.0484, 4.8078], [0.1194, 6.1122, 1.0119], [1.0045, 5.7291, 0.1600], [2.2275, 5.3182, 0.5876], [3.1574, 5.0007, -0.4201], [2.8337, 5.0353, -1.7507], [1.5772, 5.5791, -2.1709], [0.6674, 5.9795, -1.1858], [2.5023, 5.3248, 1.6419], [4.1206, 4.5361, -0.2223], [3.5394, 4.8136, -2.5137], [1.2782, 5.6807, -3.2042], [-0.3223, 6.4063, -1.3634], [-6.3716, -0.2066, 1.8784], [-5.7833, -1.3191, 2.3595], [-6.1117, -1.8906, 3.5506], [-5.5216, -3.1411, 3.8581], [-4.6203, -3.7683, 3.0650], [-4.2138, -3.0624, 1.9077], [-4.7132, -1.8613, 1.5559], [-6.9876, -1.4356, 3.9969], [-5.8419, -3.6664, 4.8484], [-4.2340, -4.7644, 3.1427], [-3.4494, -3.6010, 1.3189], [-4.3506, -1.2548, 0.7937], [-1.9250, 4.0590, -1.0394], [-2.8717, 3.7123, -0.1243], [-3.3990, 2.4483, -0.2827], [-4.2424, 2.0357, 0.7850], [-4.6237, 2.8939, 1.7791], [-4.1569, 4.2355, 1.7880], [-3.2355, 4.6742, 0.8457], [-3.0773, 1.7012, -0.9475], [-4.4755, 0.9648, 0.8068], [-5.2191, 2.4085, 2.6163], [-4.4083, 4.8385, 2.6437], [-2.7889, 5.6495, 0.8876], [6.0202, 1.6000, -5.3972], [5.3055, 0.9741, -4.4169], [4.8043, 1.8018, -3.4344], [3.9768, 1.3144, -2.3650], [3.8177, -0.0409, -2.2514], [4.4689, -0.9093, -3.1863], [5.1827, -0.3775, -4.2813], [5.0295, 2.8549, -3.6086], [3.5588, 2.0337, -1.6675], [3.1119, -0.4509, -1.5180], [4.3243, -1.9531, -2.9424], [5.4768, -1.1695, -4.9521], [-0.4482, -2.7913, 3.3685], [-0.8471, -4.0397, 3.6774], [-1.1943, -4.9382, 2.6495], [-1.5096, -6.2322, 2.9917], [-1.5494, -6.5621, 4.3533], [-1.2615, -5.5753, 5.3877], [-0.8848, -4.2956, 4.9990], [-1.1420, -4.7346, 1.6092], [-1.8152, -6.9830, 2.3215], [-1.7319, -7.5965, 4.6966], [-1.3804, -5.6903, 6.4594], [-0.7973, -3.4205, 5.6425], [1.0347, -0.7604, -2.5593], [0.0310, -0.1274, -3.2549], [-0.8998, -0.8190, -4.0549], [-1.9901, -0.1139, -4.5470], [-2.0639, 1.2759, -4.4093], [-1.1089, 1.9224, -3.5953], [-0.0341, 1.2213, -3.0171], [-0.7250, -1.8868, -4.0872], [-2.8179, -0.5931, -5.0152], [-2.9429, 1.7810, -4.6968], [-1.1318, 2.9816, -3.2787], [0.7663, 1.6502, -2.4631], [-1.9494, -6.9150, -0.2637], [-1.0073, -5.9046, -0.4101], [-1.4356, -4.6389, -0.8910], [-0.5129, -3.5779, -0.8199], [0.7349, -3.8808, -0.2900], [1.1661, -5.1753, -0.0319], [0.2794, -6.2293, -0.1410], [-2.4705, -4.6306, -1.2765], [-0.8810, -2.5643, -0.9951], [1.4438, -3.0288, -0.2204], [2.2333, -5.3562, 0.2258], [0.5086, -7.2540, 0.2495], [0.4569, 0.4671, -7.1541], [0.4238, 1.8512, -6.6074], [1.7123, 2.2816, -5.9936], [1.7993, 3.6340, -5.5488], [1.7386, 4.7916, -5.3695], [1.2531, 0.3225, -7.8672], [-0.4275, 0.3403, -7.8116], [0.4595, -0.3566, -6.4161], [-0.3912, 2.0780, -5.9288], [0.1589, 2.5235, -7.4634], [2.4701, 2.2389, -6.7795], [1.9377, 1.6319, -5.1500], [1.6277, 1.5876, 0.2155], [0.7719, 1.3306, 1.4743], [0.2160, -0.0575, 1.3225], [-1.0601, -0.2911, 0.4682], [-1.9312, -0.3782, -0.2820], [1.1722, 1.1984, -0.6498], [2.6197, 1.0561, 0.1907], [1.8201, 2.6593, 0.1370], [0.0073, 2.1175, 1.5399], [1.2540, 1.5397, 2.4194], [0.0067, -0.5042, 2.3316], [0.9591, -0.7043, 0.9316]], "atomic_forces_ev_per_a": [[0.266, 0.402, 0.047], [0.419, 1.061, -0.466], [-1.680, -0.527, 1.701], [0.118, 0.007, 0.108], [1.870, -0.643, -1.903], [-1.929, 1.141, 2.642], [0.364, -1.153, -1.375], [0.780, -0.028, -0.579], [0.136, 0.897, -0.396], [0.023, -0.240, -0.305], [-0.033, -0.640, 0.051], [-0.454, -0.261, 0.464], [0.538, 0.252, -0.081], [0.056, -0.698, -0.142], [0.702, -0.414, 0.774], [0.033, -1.366, -0.360], [-0.215, -0.727, -0.824], [-0.868, 1.942, 0.350], [-0.214, 0.054, -0.061], [-1.182, 0.252, -0.286], [0.709, 0.859, 0.202], [-0.947, 0.156, 0.110], [1.195, -1.537, 0.160], [0.207, 1.149, -0.006], [-2.142, 0.636, 2.470], [0.932, 0.754, -2.525], [1.230, -0.245, -0.317], [0.182, -1.062, 0.171], [-1.957, 1.452, -0.722], [-0.173, -0.040, 1.345], [0.799, -1.106, 0.047], [-0.224, -0.196, -0.254], [-0.007, 0.422, 0.561], [0.557, -0.421, -0.384], [0.401, -0.031, -0.098], [0.399, -0.189, -0.218], [-0.142, -0.074, 0.479], [2.379, -0.806, -1.279], [-0.677, -0.211, -0.928], [-1.616, -0.798, 3.362], [0.171, 1.115, -1.713], [1.270, -1.990, 0.041], [-2.221, 0.931, 1.961], [0.242, -0.318, 0.833], [0.444, 1.044, -1.900], [0.032, -0.275, 0.767], [-0.345, 0.773, 0.025], [0.579, 0.579, -1.589], [0.118, 0.398, 0.040], [0.077, 0.500, -0.860], [-0.901, 0.844, 3.044], [0.766, -0.624, -1.403], [-0.550, -0.158, 1.283], [0.089, -1.141, 0.302], [-0.478, -1.747, -0.275], [0.573, -0.332, -1.092], [-0.286, 0.624, 0.119], [0.685, 1.225, -1.018], [-0.165, 0.384, -0.022], [0.168, 0.160, -0.145], [-0.385, -0.879, 0.137], [0.363, 1.171, 0.818], [-0.982, 0.344, 0.537], [1.549, 1.103, -1.535], [0.083, -1.146, -0.726], [-0.911, 2.069, 1.144], [-0.924, -2.684, 0.715], [-0.300, -0.098, 0.430], [-0.070, -0.145, -0.092], [0.695, 0.076, -0.172], [0.293, -0.220, -0.774], [0.659, 0.515, -0.566], [0.016, 0.548, -0.711], [-0.061, -0.228, -2.288], [0.685, 0.383, 0.888], [-0.170, 0.337, 2.744], [0.622, 0.612, 2.319], [-0.409, -0.691, -1.606], [-0.879, -0.474, 0.802], [0.088, 0.892, -0.454], [-0.060, -0.573, -1.114], [-0.148, 0.704, -0.391], [-0.014, -0.814, -0.186], [0.301, -0.525, 0.253], [-0.729, -0.419, -0.848], [-0.257, -0.155, -0.055], [1.125, 0.113, 1.550], [0.638, 0.750, -0.039], [1.236, -0.544, 2.191], [0.517, 0.377, 0.535], [-1.223, -0.212, -1.416], [-0.499, -0.107, -0.349], [-0.237, -0.568, -0.462], [-0.728, 0.617, -0.544], [-0.454, -0.537, -0.727], [0.120, 0.659, 0.413], [0.624, 0.965, -0.388], [-1.934, 0.123, -1.312], [0.099, -1.317, 0.359], [-1.543, -1.137, 0.608], [1.261, 1.435, -0.649], [1.175, 0.356, -0.116], [0.656, -1.177, 1.661], [0.648, 0.552, 0.377], [0.495, -0.299, -0.239], [-0.347, -0.775, 0.149], [-0.998, 0.158, -0.055], [-0.100, 1.040, -0.716], [-1.197, -1.223, -0.572], [-1.342, 1.834, -1.075], [1.166, -0.730, -0.114], [-1.034, 4.113, 0.370], [0.411, -2.764, -0.158], [0.730, 0.011, 0.020], [0.142, -0.153, 0.618], [0.104, 0.534, -0.276], [-0.023, -0.582, 0.152], [0.549, -0.281, 0.473], [0.402, -0.546, 0.252], [0.426, -0.252, -0.061], [1.687, 0.528, 1.564], [-0.355, 1.143, -1.553], [-2.631, -1.385, 1.763], [1.781, 1.111, 0.537], [0.250, -0.240, 0.498], [-1.036, -0.135, -0.960], [-0.726, 0.436, 0.660], [0.061, -0.116, -0.393], [-0.352, -0.409, -0.461], [0.723, -0.758, 0.175], [-0.189, 0.350, -0.831], [0.767, -0.677, -0.662]], "total_energy_ha": -3406.09241, "relative_energy_ev": 1.8612, "orbital_gap_ev": 9.4032, "smiles": "Fc1ccccc1.Fc1ccccc1.Fc1ccccc1.Fc1ccccc1.Fc1ccccc1.Fc1ccccc1.Fc1ccccc1.Fc1ccccc1.Fc1ccccc1.CCCC#N.CCCC#N", "e_lumo_ev": 0.474}